<1>
# C4H3ClNS

A gas-phase ion, C4H3ClNS (charge -1) (wB97M-V/def2-TZVPD, the OMol25 dataset).

net charge = -1
HOMO energy (spin up / spin down) = -0.083 / -0.083 Ha
gap between HOMO and LUMO (spin up / spin down) = 5.984 / 5.985 eV

Element x y z (Å)
C  -0.10952  -1.01965  -0.63548
C  1.11826  -0.49724  -0.32492
C  -1.34584  -0.31001  -0.52519
C  0.44449  1.47695  0.74381
N  1.34050  0.61145  0.43422
S  -1.00244  1.52032  -0.33882
Cl  -2.75875  -0.89003  0.45909
H  -0.24259  -2.06605  -0.90330
H  1.96489  -1.01351  -0.55858
H  0.59100  2.18777  1.64917

<2>
# C4H3ClNS

A gas-phase ion, C4H3ClNS (charge -1) (wB97M-V/def2-TZVPD, the OMol25 dataset).

net charge = -1
HOMO energy = -0.077 Ha
gap between HOMO and LUMO = 5.729 eV

Element x y z (Å)
C  0.02740  -1.03250  0.68306
C  -1.20188  -0.34092  0.36846
C  1.10846  -0.26065  0.19030
C  -0.17681  1.38310  -0.81520
N  -1.22433  0.72018  -0.47302
S  1.25463  1.46650  0.33988
Cl  2.59056  -1.13899  -0.25569
H  -0.13412  -2.00458  0.95938
H  -2.20541  -0.75135  0.66628
H  -0.03850  1.95921  -1.66344

Order of stability, best first: <1>, <2>

<1>
# C5H10N3S

2 unconnected molecules or ions with the total composition C5H10N3S (wB97M-V/def2-TZVPD, the OMol25 dataset).

net charge = +1
HOMO energy = -0.460 Ha
gap between HOMO and LUMO = 9.429 eV

Element x y z (Å)
C  0.83766  -1.74407  1.32104
C  -0.33651  -1.09406  1.75112
C  0.55535  -2.93282  0.69970
C  -1.50377  -1.74035  1.28796
C  -0.06338  1.23465  -0.82564
N  -0.79275  0.23042  -1.06177
N  0.07676  2.26882  -1.52288
N  1.13116  3.17376  -1.07003
S  -1.06908  -3.33029  0.72892
H  1.61543  -1.03675  1.56434
H  -0.56732  -0.27573  2.37902
H  1.29485  -3.70736  0.42771
H  0.46704  1.13245  0.13064
H  -1.02019  0.06818  -2.10430
H  -0.75644  -0.58446  -0.38491
H  -0.04901  2.45134  -2.53143
H  -2.50706  -1.53897  1.54103
H  1.77986  3.38002  -1.76670
H  0.90740  4.04524  -0.56382

<2>
# C5H10N3S

A gas-phase ion, C5H10N3S (charge +1) (wB97M-V/def2-TZVPD, the OMol25 dataset).

net charge = +1
HOMO energy = -0.474 Ha
gap between HOMO and LUMO = 8.902 eV

Element x y z (Å)
C  -1.09338  0.89179  -0.26173
C  0.01857  0.04460  0.17514
N  0.52105  -0.89688  -0.68520
C  0.03379  -1.43595  -1.94822
N  1.52127  -1.62268  -0.05605
C  1.79814  -0.91293  1.17910
S  2.78388  -1.29378  2.35712
N  0.75277  0.08967  1.28771
C  0.66602  1.09869  2.31263
H  -0.88163  1.25857  -1.33783
H  -1.21520  1.62311  0.61777
H  -1.98279  0.33394  -0.25261
H  0.75792  -1.30122  -2.87508
H  -0.11018  -2.40387  -1.71961
H  -0.80933  -0.72803  -2.23612
H  2.38890  -1.94667  -0.43879
H  -0.19896  1.01437  2.81209
H  0.74239  2.00482  1.78700
H  1.40213  0.70586  3.06248

Order of stability, best first: <2>, <1>

<1>
# C4H8N

A gas-phase ion, C4H8N (charge +1) (wB97M-V/def2-TZVPD, the OMol25 dataset).

net charge = +1
HOMO energy = -0.553 Ha
gap between HOMO and LUMO = 11.651 eV

Element x y z (Å)
C  -2.17753  -0.19224  0.20496
C  -0.99505  -0.03111  -0.36675
N  0.14800  0.28049  0.37131
C  1.28383  -0.72378  0.29717
C  1.34170  0.61862  -0.33738
H  -3.14166  -0.28156  -0.41264
H  -2.38800  -0.15241  1.27503
H  -0.83605  0.17930  -1.61511
H  -0.11499  0.50611  1.32106
H  1.17780  -1.61406  -0.31845
H  1.77518  -0.95076  1.28345
H  2.00752  1.44601  0.12355
H  1.36127  0.77863  -1.36837

<2>
# C4H8N

A gas-phase ion, C4H8N (charge +1) (wB97M-V/def2-TZVPD, the OMol25 dataset).

net charge = +1
HOMO energy = -0.606 Ha
gap between HOMO and LUMO = 11.846 eV

Element x y z (Å)
C  -2.04377  -0.42182  0.00324
C  -0.59644  0.26355  -0.15347
N  0.64268  0.11842  -0.09497
C  1.76413  -0.68136  -0.00269
C  0.20774  1.51973  0.01407
H  -2.55880  -0.18888  -0.87419
H  -2.44968  -0.14000  1.06054
H  -1.86206  -1.46872  -0.06878
H  1.97183  -1.15754  1.03257
H  2.54980  -0.20829  -0.52812
H  1.63557  -1.53774  -0.53846
H  0.31508  2.07509  -0.89714
H  0.42390  1.82756  1.04741

Order of stability, best first: <1>, <2>

<1>
# C4H8N

2 unconnected molecules or ions with the total composition C4H8N (wB97M-V/def2-TZVPD, the OMol25 dataset).

net charge = +1
HOMO energy = -0.547 Ha
gap between HOMO and LUMO = 10.079 eV

Element x y z (Å)
C  -2.53482  -0.12641  0.05736
C  -2.69045  0.92300  -0.55876
C  1.14244  0.74502  0.26206
C  1.20071  -0.67726  -0.09865
N  0.13307  -1.33507  0.11453
H  -2.72142  -1.11381  0.41530
H  0.24918  1.05547  0.74265
H  1.23436  1.31829  -0.70221
H  -2.66859  1.91225  -0.93500
H  2.06784  -1.06636  -0.42637
H  1.91552  0.89207  0.88056
H  -0.69016  -0.76139  0.32493
H  0.21875  -2.33976  -0.01432

<2>
# C4H8N

A gas-phase ion, C4H8N (charge +1) (wB97M-V/def2-TZVPD, the OMol25 dataset).

net charge = +1
HOMO energy = -0.593 Ha
gap between HOMO and LUMO = 7.795 eV

Element x y z (Å)
C  -1.73970  -0.06320  0.80288
C  -0.44813  -0.07319  0.02271
C  -0.39114  -0.51433  -1.29170
C  1.92950  0.44228  0.12388
N  0.62939  0.33010  0.67193
H  -1.53684  -0.49463  1.77976
H  -2.53729  -0.62828  0.32604
H  -2.05927  0.96117  0.99809
H  0.56260  -0.68208  -1.78105
H  -1.30652  -0.71787  -1.84256
H  2.32396  1.40138  0.46676
H  2.03594  0.33499  -0.94886
H  2.53750  -0.29635  0.67211

<3>
# C4H8N

A gas-phase ion, C4H8N (charge +1) (wB97M-V/def2-TZVPD, the OMol25 dataset).

net charge = +1
HOMO energy = -0.578 Ha
gap between HOMO and LUMO = 12.093 eV

Element x y z (Å)
C  -2.69314  -0.01918  0.02564
C  -1.50001  0.04333  -0.16134
N  -0.12263  -0.05518  -0.45412
C  0.52387  1.26731  0.07224
C  0.52075  -1.22236  0.04543
H  -3.72096  -0.19230  0.40689
H  -0.03869  -0.27793  -1.50106
H  0.44215  1.13973  1.09653
H  1.65242  1.40305  -0.19839
H  -0.12940  2.22264  -0.08609
H  0.56891  -1.31050  1.13867
H  -0.02880  -2.09314  -0.26607
H  1.45102  -1.14626  -0.35522

Order of stability, best first: <1>, <2>, <3>

<1>
# C4H8N

A gas-phase ion, C4H8N (charge +1) (wB97M-V/def2-TZVPD, the OMol25 dataset).

net charge = +1
HOMO energy = -0.541 Ha
gap between HOMO and LUMO = 8.850 eV

Element x y z (Å)
C  1.56500  0.86670  1.75854
N  0.37471  0.84519  1.27366
C  -0.15837  -0.23328  0.46363
C  -0.19593  -0.18099  -0.86278
C  -1.22509  -0.91833  -1.66961
H  2.05358  1.63470  2.34999
H  2.22035  0.05612  1.43586
H  0.03641  1.78595  1.05277
H  -0.70783  -0.97604  1.02722
H  0.50016  0.47933  -1.36669
H  -1.70818  -0.20251  -2.32917
H  -0.79321  -1.80512  -2.13651
H  -1.96159  -1.35171  -0.99690

<2>
# C4H8N

A gas-phase ion, C4H8N (charge +1) (wB97M-V/def2-TZVPD, the OMol25 dataset).

net charge = +1
HOMO energy = -0.548 Ha
gap between HOMO and LUMO = 8.898 eV

Element x y z (Å)
C  1.69791  0.63103  1.41870
N  0.49996  0.85252  0.99532
C  -0.35208  -0.23898  0.43158
C  -0.48758  -0.20118  -0.88357
C  -1.32144  -0.95889  -1.88765
H  2.24589  1.53878  1.68793
H  2.25149  -0.28460  1.62030
H  0.02894  1.50609  1.63287
H  -0.56971  -0.90064  1.24956
H  0.14903  0.51234  -1.41799
H  -1.55551  -0.18896  -2.61790
H  -0.84702  -1.84488  -2.30233
H  -2.27875  -1.25507  -1.44744

Order of stability, best first: <1>, <2>

<1>
# C2H2N6

C2H2N6 in the gas phase (wB97M-V/def2-TZVPD, the OMol25 dataset).

HOMO energy = -0.368 Ha
gap between HOMO and LUMO = 8.661 eV

Element x y z (Å)
H  -2.18877  -0.86762  0.90272
N  -1.92039  0.12511  0.63416
C  -1.04490  0.23486  -0.22047
N  -0.44975  -0.80986  -0.99861
N  0.66475  -1.19715  -0.61953
C  1.33825  -0.43867  0.33784
N  1.40933  0.85438  0.36654
N  0.61947  1.69843  -0.46919
N  -0.56589  1.45084  -0.72451
H  2.13789  -1.05030  0.79105

<2>
# C2H2N6

C2H2N6 in the gas phase (wB97M-V/def2-TZVPD, the OMol25 dataset).

HOMO energy = -0.367 Ha
gap between HOMO and LUMO = 8.536 eV

Element x y z (Å)
H  0.29236  0.11411  2.49982
N  0.79733  0.73304  1.87759
C  0.68426  0.09703  0.74430
N  -0.00506  -1.05822  0.41206
C  -0.88515  -0.93716  -0.53956
N  -1.34304  0.31386  -1.03231
N  -0.50257  1.19523  -1.35497
N  0.87765  0.91495  -1.35943
N  1.50946  0.46489  -0.40151
H  -1.42524  -1.83774  -0.84599

Order of stability, best first: <2>, <1>